{
  "formula": "C38H40N8O3S2SeTl",
  "method": "the ωB97M-V functional and the def2-TZVPD basis",
  "symbols": ["Tl", "C", "N", "C", "C", "N", "C", "S", "C", "C", "C", "C", "C", "N", "H", "H", "H", "H", "H", "H", "H", "H", "H", "C", "N", "C", "Se", "N", "C", "C", "C", "C", "C", "C", "H", "H", "H", "H", "H", "H", "H", "H", "N", "C", "C", "N", "C", "H", "H", "H", "H", "C", "C", "C", "O", "H", "H", "H", "H", "H", "H", "C", "C", "C", "C", "C", "C", "C", "H", "H", "H", "H", "H", "H", "H", "O", "C", "O", "C", "C", "C", "C", "S", "C", "C", "H", "H", "H", "H", "H", "N", "C", "H"],
  "coordinates": [[-0.48926, -0.81857, -0.14335], [3.40944, 1.01260, -3.03450], [2.19131, 1.69753, -2.65729], [1.30214, 2.28471, -3.53845], [0.31495, 2.83220, -2.81555], [0.59025, 2.56949, -1.47988], [1.77686, 1.87121, -1.36901], [2.58775, 1.38739, 0.00010], [-0.19947, 3.05900, -0.41080], [-0.74499, 4.33470, -0.50442], [-1.50526, 4.79135, 0.55505], [-1.68249, 3.97231, 1.66067], [-1.10015, 2.71474, 1.64053], [-0.37438, 2.26228, 0.62421], [3.90344, 1.56576, -3.83247], [3.19407, -0.00334, -3.36856], [4.05229, 0.96704, -2.15839], [1.43169, 2.21938, -4.60397], [-0.60005, 3.30792, -3.11630], [-0.55798, 4.95270, -1.37177], [-1.94130, 5.78183, 0.52674], [-2.25117, 4.30863, 2.51696], [-1.21885, 2.02083, 2.46549], [-2.56560, 0.40566, 4.80059], [-3.43620, 1.29334, 4.05772], [-4.09390, 0.96083, 2.91311], [-4.07791, -0.59526, 1.98603], [-4.78716, 2.08029, 2.54121], [-4.56296, 3.12003, 3.42181], [-4.98747, 4.43445, 3.44680], [-4.51841, 5.23232, 4.48709], [-3.66076, 4.72525, 5.46067], [-3.23728, 3.39970, 5.43411], [-3.70159, 2.61000, 4.39890], [-2.45270, -0.51490, 4.23081], [-2.98886, 0.19779, 5.78392], [-1.57727, 0.85478, 4.91190], [-5.32308, 2.09605, 1.69185], [-5.64503, 4.82897, 2.68386], [-4.82530, 6.26869, 4.53641], [-3.31201, 5.37520, 6.25208], [-2.55974, 3.00811, 6.18097], [-2.89700, -0.36390, -3.97640], [-3.79844, -0.72099, -3.00801], [-3.48382, 0.02513, -1.91506], [-2.38119, 0.82065, -2.17787], [-2.06462, 0.54160, -3.42248], [-2.65587, -0.89718, -4.80360], [-4.54592, -1.47811, -3.16540], [-3.94363, 0.00912, -0.94008], [-1.20511, 0.91264, -3.95172], [-1.48449, -4.86205, -0.14580], [-2.32605, -3.92973, 0.67983], [-2.43682, -4.25217, 2.14731], [-2.83180, -2.92980, 0.20823], [-1.53446, -5.88837, 0.21886], [-0.44454, -4.52823, -0.05587], [-1.78194, -4.81285, -1.18968], [-2.77604, -5.27894, 2.29527], [-3.10348, -3.54986, 2.64147], [-1.43309, -4.17112, 2.57765], [0.71493, -1.85499, -2.35242], [0.08346, -2.00220, -3.61414], [0.36993, -1.17811, -4.73676], [-0.28744, -1.31809, -5.94422], [-1.26375, -2.29799, -6.13184], [-1.53974, -3.15134, -5.05657], [-0.90619, -3.00107, -3.84316], [1.62669, -1.26152, -2.33193], [0.78745, -2.75984, -1.75077], [1.14258, -0.42102, -4.63592], [-0.02372, -0.66192, -6.76887], [-1.74221, -2.43354, -7.09375], [-2.27536, -3.94088, -5.17263], [-1.16576, -3.65817, -3.02401], [7.80183, -4.02055, 1.55700], [7.07581, -3.08731, 0.87428], [7.67062, -2.30816, 0.17605], [5.61038, -3.11845, 1.05207], [4.83043, -2.26900, 0.26309], [3.45726, -2.24359, 0.37040], [2.77489, -3.05854, 1.29337], [1.05732, -3.01460, 1.49911], [3.57115, -3.90848, 2.09116], [4.94367, -3.93809, 1.97033], [7.20179, -4.61135, 2.02364], [5.33532, -1.62116, -0.44236], [2.88255, -1.57626, -0.25365], [3.07602, -4.54533, 2.81305], [5.48454, -4.60970, 2.63274], [1.40689, 0.11935, 3.41909], [0.37521, -0.41148, 3.25172], [2.39450, 0.04693, 3.25118]],
  "atomic_forces_ev_per_a": [[0.0, -0.1, -0.1], [0.0, -0.1, 0.0], [0.0, 0.1, 0.1], [0.0, 0.0, -0.1], [-0.1, 0.0, 0.0], [0.1, -0.1, 0.0], [-0.1, 0.0, -0.1], [0.1, 0.0, 0.1], [0.0, 0.0, 0.1], [0.0, 0.1, -0.1], [0.0, 0.0, 0.0], [0.0, 0.1, 0.0], [0.0, 0.0, 0.0], [0.0, 0.1, -0.1], [0.0, 0.0, 0.0], [0.0, 0.0, 0.0], [0.0, 0.0, 0.0], [0.0, 0.0, 0.0], [0.0, 0.0, 0.0], [0.0, 0.0, 0.0], [0.0, 0.0, 0.0], [0.0, 0.0, 0.0], [0.0, 0.0, 0.0], [0.1, 0.0, 0.0], [0.1, -0.1, 0.1], [-0.2, 0.0, -0.2], [0.1, 0.0, 0.1], [0.1, 0.0, 0.1], [0.0, 0.0, 0.0], [0.0, 0.0, 0.1], [0.0, 0.0, 0.0], [0.0, 0.0, 0.0], [0.0, 0.0, 0.0], [0.0, 0.0, -0.1], [0.0, 0.0, 0.0], [0.0, 0.0, 0.0], [-0.1, 0.0, 0.0], [0.0, 0.0, 0.0], [0.0, 0.0, 0.0], [0.0, 0.0, 0.0], [0.0, 0.0, 0.0], [0.0, 0.0, 0.0], [0.2, -0.1, -0.1], [-0.1, -0.1, 0.1], [0.1, 0.2, 0.2], [-0.2, 0.1, -0.3], [0.1, 0.1, 0.3], [-0.1, 0.0, -0.1], [0.0, 0.0, 0.0], [0.0, 0.0, 0.0], [0.0, 0.0, 0.0], [0.0, -0.1, -0.1], [0.0, 0.1, 0.1], [0.0, 0.1, 0.0], [0.0, -0.3, -0.1], [0.0, 0.0, 0.0], [0.0, 0.0, 0.0], [0.0, 0.0, -0.1], [0.0, 0.0, 0.0], [0.0, 0.0, 0.0], [0.0, 0.0, 0.0], [0.1, 0.0, 0.1], [0.0, -0.1, 0.1], [0.0, 0.0, 0.0], [0.0, 0.0, 0.0], [0.0, 0.0, -0.1], [0.0, 0.1, 0.0], [0.0, 0.0, -0.1], [0.0, 0.0, 0.0], [0.0, 0.0, 0.0], [0.0, 0.0, 0.0], [0.0, 0.0, 0.0], [0.0, 0.0, 0.0], [0.0, 0.0, 0.0], [0.0, 0.0, 0.1], [0.0, 0.0, 0.0], [0.0, 0.0, 0.0], [0.0, 0.0, 0.0], [-0.1, 0.0, 0.0], [0.1, 0.0, 0.0], [0.0, 0.0, 0.0], [0.0, -0.1, 0.1], [0.0, 0.0, 0.0], [0.0, 0.0, 0.0], [0.0, 0.0, 0.0], [0.0, 0.0, 0.0], [0.0, 0.0, 0.0], [0.0, 0.1, -0.1], [0.0, 0.0, 0.0], [0.0, 0.0, 0.0], [0.3, -0.4, -0.2], [-0.3, 0.3, 0.2], [0.0, 0.2, 0.0]],
  "lowdin_charge": [0.62, -0.04, -0.12, -0.06, -0.07, 0.01, -0.76, 0.61, -0.29, 0.00, -0.06, -0.05, -0.11, 0.10, 0.09, 0.08, 0.05, 0.12, 0.12, 0.11, 0.10, 0.09, 0.09, -0.04, -0.08, -0.78, 0.69, 0.11, -0.21, -0.03, -0.10, -0.10, -0.01, -0.18, 0.04, 0.10, 0.08, 0.15, 0.11, 0.10, 0.10, 0.11, 0.07, -0.10, -0.19, 0.03, -0.23, 0.11, 0.11, 0.04, 0.09, -0.04, -0.52, -0.03, -0.07, 0.08, 0.02, 0.07, 0.08, 0.05, 0.06, -0.22, -0.35, -0.10, -0.14, -0.17, -0.14, -0.07, 0.00, 0.01, 0.08, 0.09, 0.08, 0.09, 0.09, 0.08, -0.49, 0.09, -0.17, -0.02, -0.12, -0.71, 0.48, -0.13, -0.06, 0.07, 0.12, 0.05, 0.09, 0.10, 0.07, -0.10, 0.07],
  "total_charge": -1,
  "lumo_ev": 2.03,
  "e_above_lowest_kj_mol": 11.3,
  "orbital_gap_ev": 5.13,
  "homo_energy_ev": -3.10
}

---

{
  "formula": "C12H30F14Li4N7O36P2S14",
  "method": "the ωB97M-V functional and the def2-TZVPD basis",
  "symbols": ["Li", "Li", "Li", "Li", "N", "S", "O", "O", "F", "S", "O", "O", "F", "N", "S", "O", "O", "F", "S", "O", "O", "F", "N", "S", "O", "O", "F", "S", "O", "O", "F", "N", "S", "O", "O", "F", "S", "O", "O", "F", "N", "S", "O", "O", "F", "S", "O", "O", "F", "N", "S", "O", "O", "F", "S", "O", "O", "F", "N", "S", "O", "O", "F", "S", "O", "O", "F", "C", "C", "O", "P", "O", "O", "C", "C", "O", "C", "C", "H", "H", "H", "H", "H", "H", "H", "H", "H", "H", "H", "H", "H", "H", "H", "C", "C", "O", "P", "O", "O", "C", "C", "O", "C", "C", "H", "H", "H", "H", "H", "H", "H", "H", "H", "H", "H", "H", "H", "H", "H"],
  "coordinates": [[-3.51278, -1.69704, 0.08942], [-2.34675, 0.72093, -1.64010], [0.70394, -0.62217, 4.66471], [-1.43041, -3.57522, 1.19264], [-3.87391, -0.54996, -1.40331], [-5.29080, 0.29640, -1.02480], [-6.53383, -0.37506, -0.95706], [-5.29410, 1.61975, -1.50927], [-4.85464, 0.38338, 0.50798], [-4.37421, -1.09000, -2.88713], [-4.29547, 0.00166, -3.79228], [-5.50208, -1.94928, -2.94648], [-3.20419, -2.05044, -3.25219], [-1.45202, -5.13731, -0.02565], [-2.75904, -4.97109, -0.99193], [-3.01898, -5.69121, -2.18203], [-3.13371, -3.57314, -0.94018], [-3.79440, -5.59807, 0.04851], [-0.35857, -5.64484, -1.06305], [0.17561, -4.68014, -1.96299], [-0.50512, -7.01619, -1.43422], [0.81266, -5.76910, 0.02614], [-3.98359, 4.49015, -0.87518], [-3.32032, 5.46031, -1.91785], [-2.44118, 4.82991, -2.84811], [-2.93942, 6.74112, -1.41163], [-4.62090, 5.83085, -2.77253], [-2.69588, 3.86001, -0.10010], [-1.72674, 4.73719, 0.43357], [-2.31872, 2.57743, -0.59592], [-3.54154, 3.52678, 1.20433], [-0.82340, -4.48193, 2.87652], [-1.46990, -4.42668, 4.33410], [-1.88318, -3.12078, 4.74500], [-0.98038, -5.33923, 5.30702], [-2.90239, -5.02999, 3.88326], [0.73649, -4.02359, 3.30030], [1.51796, -5.11045, 3.74087], [0.92484, -2.71118, 3.83434], [1.18525, -3.76704, 1.81921], [-1.78676, -1.58805, 1.14621], [-0.48736, -1.00002, 0.36180], [0.76273, -1.24844, 0.96277], [-0.60359, -0.05661, -0.71388], [-0.71621, -2.36818, -0.51792], [-1.79024, -0.43640, 2.40566], [-2.40089, 0.76297, 1.95643], [-0.61659, -0.35441, 3.19192], [-2.83680, -1.17214, 3.28270], [-0.14683, -0.13876, 6.27523], [-1.14654, 1.08437, 6.47074], [-0.76578, 2.03178, 7.46189], [-2.51011, 0.78826, 6.20902], [-0.74674, 1.89697, 5.13568], [-0.06626, -0.75508, 7.79607], [-1.18092, -1.41200, 8.35236], [0.82702, -0.02581, 8.62264], [0.90403, -1.93858, 7.32337], [4.37602, -2.38930, -2.44411], [3.89074, -3.82878, -3.09900], [2.74536, -3.59116, -3.91276], [4.11207, -5.00842, -2.34115], [5.12051, -3.91828, -4.13452], [3.27692, -2.12073, -1.32471], [3.30505, -3.05894, -0.25400], [2.03030, -1.54163, -1.72333], [4.01985, -0.82355, -0.68718], [2.19478, 3.60515, -3.64548], [0.71788, 3.36828, -3.42990], [0.17350, 2.86126, -4.65296], [-0.85030, 1.67746, -4.70891], [-1.49306, 1.43157, -3.42463], [-1.75574, 2.10168, -5.90309], [-3.05915, 1.54812, -6.15209], [-3.19767, 1.28251, -7.64359], [-0.01515, 0.48540, -5.31832], [0.66878, -0.49210, -4.51247], [-0.27421, -1.52046, -3.93195], [2.61574, 4.12017, -2.77786], [2.79726, 2.71662, -3.82477], [2.31193, 4.28201, -4.49705], [0.60966, 2.65763, -2.61098], [0.14199, 4.24681, -3.14043], [-3.08603, 0.59544, -5.63307], [-3.85091, 2.21459, -5.82274], [-4.25402, 1.35194, -7.90796], [-2.70134, 2.03914, -8.25777], [-2.73476, 0.34019, -7.93258], [1.37969, -1.04235, -5.12747], [1.27475, -0.04542, -3.71841], [0.24275, -2.29438, -3.37144], [-1.04590, -1.10458, -3.29423], [-0.74651, -2.01600, -4.78780], [1.62973, 2.48195, -0.27201], [1.68947, 2.25520, 1.20588], [2.59278, 1.14817, 1.47303], [3.21989, 0.90669, 2.88120], [2.35716, 0.10847, 3.74152], [4.59679, 0.22178, 2.62075], [5.53455, 0.66802, 1.62768], [6.34710, 1.83370, 2.11644], [3.48672, 2.36053, 3.42878], [3.74238, 2.66675, 4.82146], [2.44135, 2.75755, 5.58531], [1.01116, 3.36124, -0.46666], [2.61460, 2.65549, -0.70928], [1.20258, 1.63445, -0.80990], [2.08782, 3.16741, 1.65484], [0.76870, 1.99957, 1.73192], [6.13514, -0.21242, 1.39689], [5.03234, 0.82092, 0.67133], [5.86298, 2.80717, 2.04934], [6.72741, 1.70021, 3.13196], [7.26975, 1.91529, 1.52979], [4.31955, 1.78087, 5.11694], [4.44441, 3.49229, 4.92522], [2.57623, 3.07764, 6.61760], [1.74045, 3.37712, 5.03022], [2.06177, 1.73945, 5.65184]],
  "atomic_forces_ev_per_a": [[0.2, -0.7, -0.1], [0.9, 1.2, -0.4], [0.7, -0.5, -1.1], [0.4, -0.2, 0.0], [-3.1, -0.4, -1.3], [0.5, 1.6, 2.7], [0.0, -1.0, -0.3], [0.5, 0.3, -0.4], [0.1, 0.0, 0.0], [1.1, -1.3, -1.8], [-0.1, 0.2, -0.3], [-0.2, 0.1, 0.6], [0.4, 0.4, 0.4], [-1.7, -0.3, -2.6], [-2.2, 1.2, 2.8], [0.9, 0.0, -0.2], [-0.2, 0.2, 0.0], [0.0, 0.0, -0.2], [5.1, -1.8, 1.3], [-1.0, 0.0, -0.3], [-0.8, 0.4, -0.6], [-0.6, 0.3, -0.2], [2.0, -0.1, 0.2], [-0.9, 1.7, -1.2], [0.4, -0.2, -0.3], [0.2, 0.1, 0.1], [0.0, -0.5, 0.1], [-3.3, -1.0, 2.0], [1.2, 0.6, -0.6], [0.5, -0.5, -0.5], [0.1, -0.4, -0.1], [2.2, 1.0, 2.0], [-4.2, 0.1, 0.4], [0.8, -0.1, 0.2], [0.5, -0.1, -0.1], [0.5, -0.3, 0.0], [1.1, 0.4, -3.4], [0.2, -0.4, 0.7], [-0.6, -0.2, 1.1], [-0.2, -0.4, -0.2], [0.5, 4.1, 3.2], [1.4, -5.0, -4.9], [-0.1, 1.2, 0.9], [-1.0, 1.1, 1.2], [1.0, 0.0, -0.8], [-2.5, -0.6, 1.0], [0.2, 0.0, -0.2], [0.4, -0.2, -0.1], [-0.2, 0.1, -0.1], [-1.3, 0.2, 2.5], [-0.5, 2.6, -3.1], [-0.2, -0.4, 0.9], [-0.3, -0.4, 0.7], [0.2, -0.6, 0.1], [3.9, -2.0, -1.1], [-1.2, 0.2, 0.0], [-0.3, 0.8, 0.7], [-0.5, -0.2, -0.1], [-1.3, -1.9, -0.1], [2.1, 1.8, -1.1], [-0.3, -0.9, -0.1], [-0.6, -0.1, 0.3], [-0.2, 0.2, -0.1], [0.8, 2.0, 1.6], [-0.4, -0.3, 0.0], [0.0, -0.4, -0.4], [0.1, -0.2, -0.2], [0.1, 1.0, -0.1], [0.3, -0.5, 0.6], [0.1, 0.3, -0.3], [0.9, 0.0, 0.0], [-0.8, -0.7, 1.1], [-0.2, 0.7, -0.4], [0.6, -0.8, -0.6], [0.1, 0.5, -0.2], [-0.3, -0.3, -0.3], [0.5, -0.8, 1.1], [-0.3, -0.3, -0.6], [-0.1, -0.1, 0.0], [-0.3, -0.2, 0.0], [0.1, -0.1, 0.0], [-0.3, -0.2, -0.2], [0.2, 0.2, -0.2], [-0.5, 0.1, 0.2], [0.3, 0.1, 0.4], [0.0, -0.5, -0.1], [0.0, 0.2, 0.3], [-0.3, -0.2, 0.0], [-0.1, 0.4, -0.4], [-0.2, 0.4, -0.1], [0.3, 0.1, 0.0], [0.1, 0.2, 0.0], [-0.2, 0.0, 0.2], [-0.5, -0.3, -0.5], [0.5, 0.0, 0.5], [0.7, 0.7, -0.4], [-0.9, 0.0, -0.5], [-0.4, -0.6, 1.3], [0.2, -0.2, 0.0], [-0.1, -0.6, -0.4], [1.1, 0.4, -0.1], [0.2, 1.4, -0.3], [0.5, -1.9, 0.0], [0.3, -0.5, -0.1], [-0.1, 0.0, 0.0], [0.1, 0.0, 0.3], [-0.1, 0.0, 0.1], [0.0, -0.2, 0.3], [-0.3, 0.2, -0.5], [0.2, 0.1, 0.4], [-0.3, 0.5, 0.2], [-0.3, -0.1, 0.1], [-0.4, -0.2, 0.1], [-0.2, -0.1, -0.2], [0.0, 0.2, 0.8], [-0.4, 0.4, -0.5], [0.0, 0.3, -0.1], [-0.1, 0.1, 0.3], [-0.3, 0.1, -0.1]],
  "lowdin_charge": [0.65, 0.60, 0.62, 0.60, -0.41, 0.51, -0.23, -0.22, -0.19, 0.47, -0.26, -0.24, -0.13, -0.34, 0.54, -0.22, -0.37, -0.18, 0.48, -0.24, -0.26, -0.18, -0.27, 0.44, -0.29, -0.30, -0.20, 0.49, -0.25, -0.33, -0.18, -0.34, 0.47, -0.28, -0.25, -0.21, 0.51, -0.22, -0.29, -0.17, -0.39, 0.53, -0.19, -0.28, -0.26, 0.51, -0.22, -0.30, -0.12, -0.36, 0.46, -0.27, -0.25, -0.20, 0.50, -0.23, -0.28, -0.20, -0.30, 0.50, -0.29, -0.27, -0.23, 0.47, -0.27, -0.28, -0.22, -0.07, -0.25, -0.15, 0.36, -0.24, -0.15, -0.24, -0.07, -0.15, -0.23, -0.07, 0.07, 0.08, 0.07, 0.08, 0.12, 0.09, 0.13, 0.07, 0.07, 0.07, 0.12, 0.11, 0.06, 0.04, 0.09, -0.06, -0.21, -0.15, 0.34, -0.25, -0.14, -0.25, -0.08, -0.20, -0.24, -0.06, 0.09, 0.08, 0.07, 0.11, 0.13, 0.13, 0.10, 0.07, 0.08, 0.07, 0.11, 0.11, 0.09, 0.09, 0.05],
  "total_charge": -3,
  "lumo_ev": 4.79,
  "e_above_lowest_kj_mol": 0.0,
  "orbital_gap_ev": 8.34,
  "homo_energy_ev": -3.55
}